This record from the OMol25 dataset describes 2 unconnected molecules or ions with the total composition C2H6N3O2 at a distorted geometry. The level of theory is wB97M-V/def2-TZVPD.

Its energy relative to the best compared isomer or geometry (same formula, charge and spin) is 123.3 kcal/mol. As for the HOMO energy: -3.67 eV. Its total charge is -1. The LUMO energy is 0.154 Ha. The total energy comes out at -394.4637 a.u.

Last column: natural (NBO) charge in e.
Geometry (Å):
C 1.545 1.027 0.378  -0.7037
C 1.638 -0.473 0.416  0.1056
N 1.086 -1.275 -0.374  -0.5822
N -2.167 -1.079 0.367  -0.0451
N -1.247 -0.557 -0.259  0.0198
O -1.476 0.382 -1.138  -0.7360
O -3.484 -0.581 0.048  -0.6719
H 2.418 1.449 -0.128  0.2003
H 0.649 1.306 -0.175  0.2588
H 1.496 1.444 1.384  0.1989
H 0.546 -0.826 -1.106  0.3644
H 2.226 -0.898 1.231  0.1267
H -3.230 0.081 -0.643  0.4644

=====

This record from the OMol25 dataset describes a molecular structure, C7H9N5S3SbTl. The level of theory is wB97M-V/def2-TZVPD.

Its energy relative to the best compared isomer or geometry (same formula, charge and spin) is 0.0 kcal/mol. The spin multiplicity is 2. As for the HOMO energy (alpha / beta): -3.34 / -4.10 eV. Its total charge is -1. The LUMO energy (alpha / beta) is 0.088 / 0.080 Ha. The total energy comes out at -2153.3635 a.u.

Last column: Löwdin spin population.
Geometry (Å):
Tl 1.697 -2.375 -0.654  0.0164
S 3.591 0.675 3.191  0.2698
Sb 3.413 -1.472 2.424  0.3554
S 4.459 -1.863 0.381  0.1884
S 1.171 -2.112 2.071  0.1478
N -3.307 -1.808 0.535  0.0004
C -3.652 -1.831 -0.800  0.0001
C -2.470 -1.932 -1.467  0.0000
N -1.415 -1.973 -0.578  0.0006
C -1.954 -1.897 0.611  0.0054
H -3.936 -1.752 1.317  0.0000
H -4.673 -1.779 -1.134  0.0000
H -2.309 -1.978 -2.531  0.0000
H -1.402 -1.887 1.542  0.0052
N -1.044 2.961 -0.638  -0.0001
C 0.208 2.355 -0.515  -0.0002
C 0.369 0.994 -0.760  0.0005
N 1.557 0.421 -0.675  -0.0001
C 2.598 1.178 -0.345  0.0035
C 2.421 2.532 -0.109  0.0035
N 1.235 3.130 -0.196  0.0002
H -1.828 2.366 -0.424  0.0000
H -1.082 3.854 -0.171  0.0000
H -0.475 0.362 -1.015  0.0001
H 3.561 0.689 -0.245  0.0022
H 3.266 3.144 0.184  0.0010

=====

This record from the OMol25 dataset describes a single C8H9NO4S molecule at a distorted geometry. The level of theory is wB97M-V/def2-TZVPD.

Its energy relative to the best compared isomer or geometry (same formula, charge and spin) is 16.5 kcal/mol. The SMILES is NS(=O)(=O)/C=C/C=C\[C@@H](C=O)C=C=O. As for the HOMO energy: -9.50 eV. Its total charge is 0. The LUMO energy is 0.007 Ha. The total energy comes out at -1064.0474 a.u.

Last column: natural (NBO) charge in e.
Geometry (Å):
C 0.330 1.419 -1.386  -0.2366
C -0.951 0.927 -0.883  -0.1497
C 1.541 1.135 -0.926  -0.1255
C -1.347 -0.333 -0.890  -0.5068
C 3.586 -1.476 -0.208  0.7306
C 0.716 0.177 1.245  0.4658
C 1.881 0.281 0.279  -0.3815
C 2.353 -1.091 -0.150  -0.5595
N -2.319 -1.155 1.373  -1.0801
O 4.690 -1.837 -0.236  -0.4372
O -3.736 0.402 -0.086  -0.9342
O -3.407 -1.966 -0.738  -0.9317
O 0.226 1.112 1.813  -0.5247
S -2.899 -0.761 -0.156  2.2864
H 0.236 2.113 -2.212  0.2295
H -1.660 1.674 -0.542  0.2479
H 2.403 1.569 -1.413  0.2154
H 0.357 -0.852 1.420  0.1279
H -0.771 -1.165 -1.251  0.2366
H 2.692 0.798 0.808  0.2533
H 1.585 -1.776 -0.472  0.2635
H -2.873 -1.868 1.818  0.4060
H -2.250 -0.329 1.948  0.4046

=====

This record from the OMol25 dataset describes a molecular structure, C30H54ClPSiW at a distorted geometry. The level of theory is wB97M-V/def2-TZVPD.

The spin multiplicity is 3. As for the HOMO energy (alpha / beta): -6.45 / -7.16 eV. Its total charge is 0. The LUMO energy (alpha / beta) is -0.006 / -0.010 Ha. The total energy comes out at -2333.3361 a.u.

Last column: Löwdin spin population.
Geometry (Å):
W 1.539 0.195 1.201  1.7154
P 0.191 0.572 -1.086  0.0439
Cl 1.575 2.457 1.560  0.1175
C -3.359 -0.445 0.581  -0.0012
H -4.174 -0.008 -0.022  0.0000
H -2.706 0.295 1.123  0.0002
C 2.053 0.819 -1.393  0.0403
C -0.702 2.250 -1.370  0.0026
C 2.433 0.847 -2.870  0.0169
H 2.279 1.787 -0.918  0.0046
C 3.907 1.207 -2.997  0.0008
H 2.233 -0.141 -3.303  0.0008
H 1.808 1.576 -3.394  0.0009
C 4.843 0.314 -2.183  -0.0002
H 4.172 1.170 -4.053  0.0004
H 4.032 2.249 -2.677  0.0001
C 4.389 0.122 -0.733  0.0074
H 4.908 -0.670 -2.668  0.0002
H 5.851 0.732 -2.204  0.0000
C 2.903 -0.281 -0.670  0.0838
H 5.020 -0.636 -0.256  0.0012
H 4.544 1.036 -0.147  0.0028
H 2.761 -1.213 -1.233  0.0018
H 2.836 -0.851 0.524  0.0426
C -0.533 -0.513 -2.492  0.0039
C -2.205 2.083 -1.658  0.0003
H -0.579 2.711 -0.370  0.0011
C -2.936 3.433 -1.606  0.0000
H -2.342 1.669 -2.669  0.0000
H -2.658 1.369 -0.955  0.0001
C -2.313 4.479 -2.542  0.0000
H -3.990 3.282 -1.868  0.0000
H -2.909 3.808 -0.572  0.0000
C -0.784 4.558 -2.426  0.0004
H -2.588 4.242 -3.581  0.0000
H -2.742 5.463 -2.324  0.0000
C -0.080 3.191 -2.415  0.0012
H -0.378 5.162 -3.245  0.0000
H -0.528 5.075 -1.490  0.0001
H -0.170 2.737 -3.416  0.0001
H 0.994 3.337 -2.230  0.0005
C 0.168 -1.869 -2.615  0.0022
H -1.561 -0.677 -2.111  0.0007
C -0.592 -2.805 -3.570  0.0002
H 1.189 -1.724 -3.001  0.0001
H 0.271 -2.355 -1.638  0.0022
C -0.829 -2.189 -4.954  0.0001
H -0.035 -3.742 -3.674  0.0000
H -1.564 -3.057 -3.121  0.0000
C -1.394 -0.765 -4.882  0.0003
H 0.119 -2.171 -5.511  0.0000
H -1.516 -2.820 -5.528  0.0000
C -0.635 0.129 -3.891  0.0010
H -1.366 -0.298 -5.874  0.0000
H -2.451 -0.809 -4.580  0.0000
H 0.378 0.301 -4.284  0.0002
H -1.125 1.109 -3.864  0.0001
C 1.076 -1.730 1.186  -0.1493
C -3.045 -1.726 0.574  0.0009
H 0.487 -1.784 0.211  0.0181
C -3.041 -2.693 1.716  0.0002
H -2.700 -2.269 -0.340  0.0001
C -1.832 -2.611 2.766  0.0002
H -3.957 -2.473 2.290  0.0000
H -3.214 -3.761 1.506  0.0000
C -0.511 -3.369 2.556  -0.0100
H -1.754 -1.545 3.023  0.0004
H -2.270 -3.134 3.655  0.0000
C 0.903 -2.871 2.136  -0.0214
H -0.369 -3.740 3.577  -0.0007
H -0.749 -4.204 1.895  0.0000
H 1.466 -2.553 2.999  0.0020
H 1.479 -3.752 1.812  -0.0095
C -1.455 0.747 6.713  0.0001
Si 0.095 -0.137 6.121  0.0068
C 1.606 0.766 6.782  0.0021
C 0.077 -1.845 6.912  0.0008
C 0.448 -0.162 4.298  0.0360
C 0.944 0.035 3.163  0.0247
H -1.440 0.714 7.816  0.0000
H -2.384 0.268 6.368  0.0000
H -1.457 1.802 6.400  0.0000
H 1.591 0.740 7.882  0.0004
H 2.514 0.269 6.410  0.0000
H 1.601 1.808 6.430  0.0001
H -0.794 -2.446 6.610  0.0000
H 1.002 -2.394 6.678  0.0000
H 0.032 -1.680 8.001  0.0001

=====

This record from the OMol25 dataset describes 3 unconnected molecules or ions with the total composition C4H14N2O at a distorted geometry. The level of theory is wB97M-V/def2-TZVPD.

Its energy relative to the best compared isomer or geometry (same formula, charge and spin) is 99.3 kcal/mol. As for the HOMO energy: -7.51 eV. Its total charge is 0. The LUMO energy is -0.009 Ha. The total energy comes out at -345.4179 a.u.

Last column: natural (NBO) charge in e.
Geometry (Å):
C 0.206 -1.563 -0.786  0.2558
C -1.196 -1.598 -1.404  -0.6346
N 1.183 -1.933 -1.817  -0.8568
O 0.493 -0.323 -0.235  -0.9429
H 0.964 -0.082 1.201  0.4719
H 0.266 -2.357 -0.018  0.1085
H 1.167 -1.213 -2.536  0.3421
H 2.111 -1.894 -1.407  0.3503
H -1.284 -0.820 -2.167  0.1939
H -1.393 -2.568 -1.861  0.2124
H -1.957 -1.409 -0.644  0.1873
C -0.800 1.363 0.956  0.0797
C -0.072 2.518 0.385  -0.7094
N 0.738 0.434 2.151  -0.9658
H 1.515 0.985 2.496  0.3756
H 0.408 -0.203 2.865  0.3785
H -1.342 0.756 0.251  0.2351
H -1.280 1.479 1.915  0.1838
H 0.418 3.118 1.150  0.2134
H 0.650 2.161 -0.351  0.2743
H -0.796 3.151 -0.145  0.2468

=====

This record from the OMol25 dataset describes 2 unconnected molecules or ions with the total composition C5H11NO. The level of theory is wB97M-V/def2-TZVPD.

Its energy relative to the best compared isomer or geometry (same formula, charge and spin) is 40.0 kcal/mol. The SMILES is C/N=C/O.C=CC. As for the HOMO energy: -9.75 eV. Its total charge is 0. The LUMO energy is 0.042 Ha. The total energy comes out at -327.0677 a.u.

Last column: natural (NBO) charge in e.
Geometry (Å):
C -0.387 1.897 0.725  -0.6622
C 0.565 1.747 -0.421  -0.1465
C 1.895 1.802 -0.326  -0.4548
N -0.714 -1.258 -0.191  -0.5266
C -1.955 -1.992 -0.073  -0.4236
C 0.344 -1.933 -0.331  0.4188
O 1.565 -1.396 -0.413  -0.6868
H 0.146 1.982 1.677  0.2074
H -1.006 2.793 0.594  0.2180
H -1.049 1.026 0.764  0.2462
H 0.112 1.576 -1.398  0.2030
H 1.471 -0.425 -0.328  0.5057
H 2.536 1.709 -1.199  0.2067
H 2.387 1.962 0.632  0.1968
H -2.432 -1.745 0.882  0.1972
H -2.646 -1.691 -0.868  0.1977
H -1.827 -3.085 -0.120  0.1695
H 0.389 -3.027 -0.402  0.1337